[1]
91
Properties=species:S:1:pos:R:3:mulliken_charge:R:1 method="wB97M-V/def2-TZVPD" lumo_energy_ev=-0.1270 e_tot_ev=-606930.87224 homo_ev=-9.6005
C -3.002 2.181 1.308 -1.086
C -3.584 2.684 2.583 0.572
Cl -2.461 2.935 3.864 -0.136
C -4.866 2.953 2.738 0.014
Cl -5.457 3.587 4.229 -0.148
O -5.737 2.777 1.680 0.053
P -6.799 1.588 1.848 0.894
O -7.209 1.277 3.183 -0.568
O -7.963 2.020 0.868 -0.265
P -9.084 3.071 1.494 0.515
O -9.969 2.481 2.482 -0.590
O -6.145 0.339 1.031 -0.377
C -5.697 -0.706 1.802 0.675
F -4.862 -0.327 2.752 -0.215
F -6.681 -1.418 2.304 -0.214
F -5.013 -1.519 0.983 -0.094
H -2.522 3.025 0.824 0.319
H -3.783 1.801 0.661 0.271
H -2.279 1.401 1.486 0.201
H -9.847 3.469 0.387 0.052
H -8.467 4.221 2.009 0.105
C 0.554 0.496 4.107 0.029
Cl 0.265 1.218 2.526 0.006
Cl 0.582 1.734 5.365 -0.123
Cl -0.666 -0.730 4.463 -0.094
H 1.520 0.015 4.087 0.219
C -4.328 -3.291 -1.251 0.412
Cl -3.973 -3.119 -2.972 -0.133
Cl -5.765 -4.282 -1.005 -0.124
Cl -2.946 -3.971 -0.395 -0.033
H -4.525 -2.307 -0.849 -0.128
C -7.408 5.626 -1.594 -0.060
Cl -8.935 4.983 -2.200 -0.122
Cl -7.604 7.289 -1.047 -0.117
Cl -6.774 4.611 -0.292 -0.004
H -6.692 5.618 -2.405 0.317
C 0.965 -5.676 0.163 -0.001
Cl 1.528 -7.344 0.091 -0.127
Cl 0.747 -5.008 -1.459 -0.182
Cl -0.545 -5.554 1.056 0.035
H 1.713 -5.087 0.677 0.251
C 4.419 0.611 2.112 -0.155
Cl 5.044 1.958 1.162 0.042
Cl 4.031 1.150 3.749 -0.108
Cl 3.025 -0.158 1.325 -0.112
H 5.204 -0.130 2.182 0.361
C 3.568 -4.160 -3.998 0.691
Cl 5.091 -4.408 -3.140 -0.156
Cl 3.381 -2.473 -4.465 -0.066
Cl 3.465 -5.220 -5.405 -0.140
H 2.754 -4.400 -3.330 -0.307
C 1.245 -7.087 4.740 0.040
Cl 2.191 -6.046 3.667 -0.114
Cl 1.551 -6.673 6.426 -0.124
Cl -0.474 -6.979 4.370 -0.096
H 1.562 -8.109 4.581 0.290
C 9.145 2.350 -0.199 -0.176
Cl 9.748 3.712 -1.136 -0.086
Cl 8.729 2.865 1.439 -0.097
Cl 7.745 1.635 -1.000 -0.031
H 9.923 1.602 -0.131 0.387
C 8.615 -4.273 -4.364 0.655
Cl 8.299 -4.270 -6.098 -0.118
Cl 9.426 -5.762 -3.875 -0.124
Cl 9.563 -2.860 -3.896 -0.127
H 7.665 -4.224 -3.852 -0.246
C 2.133 5.355 1.249 0.347
Cl 0.449 4.910 0.958 -0.084
Cl 2.249 7.027 1.800 -0.138
Cl 2.879 4.257 2.406 -0.060
H 2.669 5.271 0.312 -0.074
C 6.451 6.241 -1.957 -0.168
Cl 4.728 6.628 -1.900 -0.096
Cl 6.944 5.377 -0.503 -0.049
Cl 6.830 5.292 -3.396 -0.097
H 7.007 7.167 -2.007 0.424
C 0.686 -2.962 -7.497 0.575
Cl 0.332 -1.343 -6.891 -0.122
Cl -0.783 -3.937 -7.573 -0.124
Cl 1.466 -2.882 -9.077 -0.127
H 1.371 -3.437 -6.807 -0.205
C 4.272 2.842 -2.829 0.663
Cl 4.831 1.177 -3.023 -0.097
Cl 3.945 3.574 -4.398 -0.121
Cl 2.835 2.905 -1.802 -0.082
H 5.059 3.408 -2.345 -0.404
C -5.526 -3.607 3.346 0.808
Cl -5.390 -3.814 5.094 -0.150
Cl -4.040 -4.111 2.534 -0.032
Cl -6.914 -4.496 2.720 -0.127
H -5.680 -2.556 3.143 -0.542

---

[2]
42
Properties=species:S:1:pos:R:3:lowdin_spin:R:1 method="wB97M-V/def2-TZVPD" lumo_energy_ev="0.6318 / 0.6416" e_tot_ev=-63119.26876 relative_energy_kj_mol=0.0 multiplicity=2 homo_ev="-7.3333 / -7.2457" s_squared=0.792
Co 0.512 -0.349 0.193 1.006
C -1.124 -2.764 0.370 0.002
N -0.277 -2.046 -0.590 0.007
C -1.069 -1.699 -1.781 -0.002
C 0.900 -2.843 -1.005 0.005
C 1.877 -1.891 -1.658 -0.002
C 2.749 -2.283 -2.660 -0.001
C 3.649 -1.363 -3.180 0.003
C 3.663 -0.064 -2.696 -0.002
C 2.771 0.325 -1.705 -0.004
C 1.850 -0.571 -1.162 -0.037
H -1.490 -3.706 -0.058 0.001
H -1.971 -2.135 0.637 0.000
H -0.556 -2.964 1.275 0.000
H -1.477 -2.607 -2.243 0.000
H -0.435 -1.184 -2.496 0.000
H -1.888 -1.043 -1.490 0.000
H 0.597 -3.670 -1.661 0.001
H 1.327 -3.284 -0.100 0.001
H 2.734 -3.299 -3.039 0.000
H 4.334 -1.658 -3.964 0.000
H 4.369 0.650 -3.103 0.000
H 2.795 1.352 -1.356 0.000
O -0.239 -0.313 1.960 0.007
C -0.810 0.645 2.613 0.001
C -1.054 0.469 3.999 0.000
C -1.654 1.438 4.761 0.000
C -2.050 2.650 4.193 -0.001
C -1.828 2.855 2.851 0.000
C -1.220 1.885 2.039 0.000
C -1.016 2.149 0.629 0.003
N -0.392 1.372 -0.249 0.011
C -0.444 2.002 -1.468 0.001
C -1.115 3.172 -1.338 0.001
N -1.471 3.255 -0.013 0.000
H -0.741 -0.469 4.434 0.000
H -1.817 1.259 5.816 0.000
H -2.518 3.416 4.795 0.000
H -2.132 3.804 2.426 0.000
H 0.016 1.566 -2.336 0.000
H -1.368 3.938 -2.045 0.000
H -1.990 4.003 0.408 0.000

---

[3]
42
Properties=species:S:1:pos:R:3:mulliken_charge:R:1 method="wB97M-V/def2-TZVPD" lumo_energy_ev=0.5409 e_tot_ev=-28876.94316 relative_energy_kj_mol=145.6 homo_ev=-9.3181 smiles=Fc1ccccc1.Fc1ccccc1.CC#N.CC#N.CC#N
F 2.005 -2.086 2.698 -0.313
C 2.828 -1.777 3.723 0.495
C 2.289 -1.952 4.976 -0.450
C 3.159 -1.746 6.081 -0.266
C 4.484 -1.307 5.892 -0.620
C 5.001 -1.231 4.613 -0.140
C 4.215 -1.495 3.489 -0.566
H 1.244 -2.154 5.162 0.414
H 2.701 -1.836 7.055 0.326
H 5.138 -0.998 6.694 0.365
H 6.042 -0.979 4.477 0.343
H 4.704 -1.526 2.526 0.414
F -0.507 1.174 -2.750 -0.268
C -0.999 2.463 -2.582 0.119
C -2.384 2.711 -2.639 -0.260
C -2.884 3.985 -2.423 -0.592
C -1.921 4.992 -2.117 -0.328
C -0.553 4.736 -2.054 -0.594
C -0.107 3.406 -2.334 0.000
H -3.047 1.890 -2.868 0.407
H -3.908 4.279 -2.604 0.385
H -2.250 5.968 -1.791 0.341
H 0.094 5.584 -1.879 0.364
H 0.944 3.293 -2.553 0.406
C 0.392 -0.284 -5.281 -0.473
C 1.253 -0.342 -6.474 0.206
N 1.939 -0.334 -7.448 -0.406
H 0.998 -0.187 -4.381 0.210
H -0.082 -1.264 -5.212 0.280
H -0.188 0.639 -5.298 0.181
C -0.324 0.044 0.573 -0.341
C 0.369 -0.552 -0.590 0.316
N 0.882 -1.000 -1.522 -0.473
H -1.189 -0.620 0.581 0.096
H -0.611 1.050 0.265 0.207
H 0.296 -0.043 1.465 0.225
C -5.236 -4.221 0.694 -0.742
C -4.444 -2.892 0.835 0.306
N -3.842 -1.883 0.942 -0.379
H -4.905 -4.901 1.478 0.259
H -5.305 -4.548 -0.344 0.272
H -6.289 -4.057 0.925 0.274

---

[4]
48
Properties=species:S:1:pos:R:3:mulliken_charge:R:1 method="wB97M-V/def2-TZVPD" lumo_energy_ev=0.1524 e_tot_ev=-50066.31292 homo_ev=-9.0382 smiles="O=C(CSc1nnc(CNC(=O)c2cccc(C(F)(F)F)c2)o1)NC1CCCC1"
O 3.851 1.244 2.865 -0.668
C 3.923 0.632 1.821 0.615
C 4.434 -0.815 1.774 -0.787
S 3.030 -1.978 1.877 -0.159
C 2.445 -1.875 0.264 0.584
N 2.989 -1.281 -0.759 -0.268
N 2.150 -1.451 -1.800 -0.760
C 1.148 -2.140 -1.382 0.843
C -0.071 -2.548 -2.132 -0.787
N -1.244 -2.430 -1.296 -0.224
C -1.752 -1.204 -1.002 0.435
O -1.355 -0.191 -1.536 -0.639
C -2.863 -1.210 -0.003 0.743
C -2.855 -2.033 1.119 -0.700
C -3.894 -1.977 2.032 -0.822
C -4.953 -1.109 1.833 -0.757
C -4.953 -0.279 0.718 0.095
C -6.092 0.686 0.530 0.895
F -6.207 1.127 -0.728 -0.268
F -7.278 0.141 0.855 -0.266
F -5.960 1.777 1.307 -0.249
C -3.909 -0.313 -0.192 -0.397
O 1.271 -2.458 -0.061 -0.327
N 3.586 1.112 0.617 -0.110
C 2.878 2.364 0.433 -0.203
C 3.218 2.945 -0.940 -1.048
C 2.192 2.301 -1.870 -0.533
C 0.904 2.360 -1.052 -0.195
C 1.349 2.133 0.401 -0.563
H 4.990 -1.040 0.866 0.375
H 5.030 -1.019 2.663 0.404
H -0.168 -1.872 -2.987 0.277
H 0.021 -3.577 -2.486 0.430
H -1.537 -3.235 -0.767 0.258
H -2.023 -2.697 1.306 0.437
H -3.879 -2.611 2.905 0.413
H -5.771 -1.067 2.535 0.439
H -3.894 0.342 -1.049 0.545
H 3.597 0.486 -0.182 0.327
H 3.174 3.012 1.261 0.418
H 4.249 2.734 -1.223 0.378
H 3.076 4.026 -0.923 0.378
H 2.104 2.826 -2.820 0.429
H 2.462 1.265 -2.078 0.164
H 0.454 3.349 -1.150 0.318
H 0.173 1.622 -1.375 0.033
H 1.127 1.114 0.724 0.138
H 0.839 2.807 1.086 0.355

---

[5]
50
Properties=species:S:1:pos:R:3:mulliken_charge:R:1 method="wB97M-V/def2-TZVPD" lumo_energy_ev=-0.1068 e_tot_ev=-51926.76354 homo_ev=-8.5235 smiles="Cc1ccc(C(=O)N2CCC[C@@H](Nc3nnc(C(F)(F)F)s3)[C@@H]2C)c(-n2nccn2)n1"
C -0.908 1.067 4.133 -1.405
C -0.405 0.161 3.009 0.680
C -1.350 -0.772 2.665 -0.627
C -1.032 -1.648 1.616 -1.123
C 0.254 -1.485 0.900 1.484
C 0.567 -2.228 -0.293 -0.296
O 0.020 -3.348 -0.370 -0.706
N 1.021 -1.792 -1.530 0.369
C 1.185 -2.796 -2.642 -1.017
C -0.129 -2.795 -3.490 -0.580
C -0.409 -1.378 -3.875 -1.016
C -0.363 -0.287 -2.741 -0.306
N -1.569 -0.471 -1.928 0.226
C -2.664 0.367 -2.069 0.223
N -2.587 1.409 -2.928 -0.058
N -3.779 1.976 -3.152 -0.674
C -4.775 1.472 -2.387 0.041
C -6.148 2.131 -2.363 0.958
F -6.842 1.195 -3.053 -0.249
F -6.275 3.291 -2.993 -0.237
F -6.563 2.162 -1.119 -0.230
S -4.294 0.031 -1.392 -0.158
C 0.916 -0.440 -1.901 0.277
C 2.205 0.092 -2.413 -2.018
C 1.200 -0.656 1.543 0.234
N 2.526 -0.630 1.148 1.199
N 3.210 -1.814 0.716 -0.574
C 4.462 -1.399 0.750 -0.280
C 4.502 0.074 1.006 -0.303
N 3.267 0.462 1.251 -1.006
N 0.815 0.197 2.503 -0.629
H -1.656 1.596 3.663 0.431
H -0.262 1.927 4.451 0.323
H -1.369 0.610 4.997 0.344
H -2.361 -0.821 2.987 0.441
H -1.606 -2.500 1.311 0.605
H 1.451 -3.831 -2.307 0.457
H 2.082 -2.625 -3.259 0.471
H -0.155 -3.427 -4.315 0.525
H -0.935 -3.105 -2.782 0.208
H -1.377 -1.337 -4.441 0.412
H 0.348 -0.957 -4.572 0.334
H -0.216 0.759 -3.098 0.392
H -1.638 -1.385 -1.493 0.213
H 0.738 0.206 -0.968 0.487
H 2.976 -0.283 -1.817 0.460
H 2.537 -0.234 -3.357 0.432
H 2.303 1.169 -2.428 0.436
H 5.318 -2.035 0.584 0.395
H 5.375 0.643 0.889 0.432